The following is a DFT calculation (ωB97M-V/def2-TZVPD) of a cluster of 2 separate species, CH6N2S in total in a non-equilibrium geometry.

Calculated values
SMILES   [H]/N=C/N.S
Total energy   -14948.0558 eV
HOMO energy   -8.5 eV
Charge   0
Frontier orbital gap   9.437 eV
E_LUMO   0.97 eV

Cartesian coordinates (Å):
H  -0.82  -1.96  -0.61
N  -0.37  -1.58  -1.42
C  0.82  -1.20  -1.58
N  1.66  -1.85  -2.44
H  1.43  -0.47  -1.05
H  1.18  -2.60  -2.92
H  2.66  -1.76  -2.51
S  -1.86  4.39  3.92
H  -2.28  3.14  3.58
H  -2.40  3.87  5.03